Model P:
C2H2ClFO2 | wB97M-V/def2-TZVPD

Summary:
* lowest unoccupied orbital energy (alpha / beta): -1.007 / -1.007 eV
* frontier orbital gap (alpha / beta): 9.015 / 9.016 eV
* spin multiplicity: 1
* HOMO energy (alpha / beta): -0.36830 / -0.36831 Ha

Each line ends with the Löwdin charge.
Positions of all 8 atoms, in Å:
C1 -1.39 -0.23 0.43  -0.5254
C2 1.19 0.28 -0.38  -0.4860
O1 -1.67 0.27 -0.62  0.0195
O2 -0.23 -0.63 0.82  -0.0466
F1 1.39 1.42 0.29  0.0760
Cl1 2.41 -0.92 -0.43  0.7792
H1 -2.30 -0.49 1.05  0.1452
H2 0.59 0.31 -1.17  0.0380

=====

Model Q:
C2H2ClFO2 | wB97M-V/def2-TZVPD

Summary:
* lowest unoccupied orbital energy (alpha / beta): -1.317 / -1.319 eV
* frontier orbital gap (alpha / beta): 9.028 / 9.031 eV
* spin multiplicity: 1
* HOMO energy (alpha / beta): -0.38018 / -0.38034 Ha

Each line ends with the Löwdin charge.
Positions of all 8 atoms, in Å:
C1 1.03 0.35 0.18  -0.7838
C2 -0.43 0.16 0.04  -0.4767
O1 1.60 1.38 0.33  0.0968
O2 -0.94 -0.93 -0.54  0.0028
F1 -1.06 1.30 -0.31  0.0623
Cl1 1.88 -1.18 0.05  0.7156
H1 -1.18 -0.16 1.75  0.2497
H2 -0.89 -0.91 -1.51  0.1334

=====

The most stable arrangement is model P, and the next structure is 0.0322 hartree less stable.